A 8-piece molecular cluster, C58H54O31P2 overall in a non-equilibrium geometry, computed with ωB97M-V with the def2-TZVPD basis set.

The geometry in XYZ format:
```
145
Properties=species:S:1:pos:R:3:forces:R:3:lowdin_charge:R:1
C 7.47322 -1.82715 2.34859 0.036 1.305 0.605 -0.187
C 6.12588 -1.32773 3.15586 0.000 0.206 0.702 -0.408
P 4.61187 -2.31139 2.46915 -0.362 -0.320 0.258 0.931
C 4.00101 -3.31763 4.02162 -0.505 0.686 1.041 -0.319
C 3.18193 -1.13128 1.95589 -1.685 3.272 -2.164 -0.238
C 3.21223 -0.25183 0.71885 -0.331 -1.958 2.617 -0.097
C 4.49466 -0.23223 -0.30224 -1.657 -0.352 0.104 -0.132
C 5.67093 0.81562 0.15215 -0.982 0.304 -2.223 -0.352
C 5.57072 2.11498 -0.89061 0.776 -0.500 0.952 -0.073
O 6.96678 0.17115 -0.13775 -1.835 -0.406 -1.110 -0.138
C 1.87850 0.69214 0.36202 -0.259 3.433 -1.690 -0.182
O 1.94853 1.93075 -0.13511 -0.200 -7.506 2.862 -0.042
C 0.41436 -0.06912 0.63315 1.753 -2.026 3.811 0.028
C 0.38642 -0.92948 1.88334 0.607 3.096 -3.693 -0.266
P -1.15786 -1.94227 2.37263 0.144 -1.160 0.627 0.935
C -1.45316 -3.10776 0.83961 1.234 0.632 -1.636 -0.445
C -0.81950 -4.61299 1.04996 -0.455 0.513 -0.626 -0.183
C -2.71578 -0.86249 2.60249 -1.260 0.950 -0.643 -0.436
C -2.81136 0.44105 1.61289 -1.060 -0.155 0.044 -0.185
C 1.76125 -1.01955 2.83170 0.163 0.635 3.850 -0.241
O 1.74850 -0.96542 4.16697 -0.057 -0.512 -8.251 -0.052
H 8.15732 -2.39731 3.10779 -1.371 0.824 -1.631 0.063
H 7.16222 -2.46276 1.41451 0.873 1.271 1.845 0.056
H 8.05900 -0.83783 2.04154 -1.213 -2.394 0.359 0.082
H 6.27239 -1.53520 4.32232 -0.624 0.503 -2.807 0.059
H 5.86870 -0.19447 3.01880 0.769 -2.093 0.236 0.071
H 4.58749 -4.31937 4.17271 -0.912 2.050 -0.566 0.050
H 4.18870 -2.59918 4.93773 -0.560 -1.681 -1.605 0.046
H 2.85965 -3.57040 3.96789 2.179 0.559 0.040 0.046
H 4.05887 0.04569 -1.37649 1.001 -0.361 2.360 0.126
H 4.86680 -1.35930 -0.41444 -0.564 2.400 0.682 0.122
H 5.51681 1.11393 1.27306 0.807 -0.673 -2.193 0.142
H 5.39031 1.67684 -1.96340 0.176 0.969 2.029 0.087
H 4.74660 2.89022 -0.56724 1.786 -1.820 -0.873 0.069
H 6.66338 2.58460 -0.89356 -2.470 -0.713 0.089 0.093
H 6.80316 -0.30130 -1.02876 0.544 1.154 2.128 0.122
H -0.51892 0.04678 -0.08318 2.266 -0.120 1.679 0.109
H -2.58090 -3.10686 0.49919 2.250 -0.161 0.899 0.079
H -0.83969 -2.62369 -0.06315 -1.512 -1.120 2.105 0.060
H -0.96017 -5.17013 0.00353 0.141 0.933 2.422 0.074
H -1.40145 -5.12980 1.92557 1.382 0.701 -1.775 0.075
H 0.34978 -4.58738 1.22749 -2.529 0.092 -0.081 0.080
H -3.64839 -1.55927 2.34133 2.116 1.266 0.610 0.085
H -2.85442 -0.56178 3.74795 0.540 -0.647 -2.566 0.084
H -3.92416 0.83765 1.64903 2.154 -0.642 -0.059 0.064
H -2.12244 1.32131 1.95948 -1.127 -1.838 -0.864 0.085
H -2.62844 0.10573 0.48679 -0.225 0.834 2.438 0.064
C 5.00961 8.46578 -0.36494 0.324 0.234 -0.069 0.077
C 4.44366 7.25898 -0.42860 -1.772 0.245 0.759 -0.205
C 5.17766 6.08864 -0.98466 0.225 -0.972 -0.320 -0.290
O 4.63822 4.98808 -1.01270 0.070 1.225 0.062 0.084
C 6.54184 6.30755 -1.49030 -0.313 -0.234 0.071 0.081
C 7.10633 7.51516 -1.42972 1.720 -0.263 -0.776 -0.208
C 6.38243 8.67890 -0.84850 -0.241 1.049 0.346 -0.307
O 6.93438 9.77254 -0.78972 -0.134 -0.911 -0.191 0.105
O 8.38704 7.72852 -1.90558 -1.734 0.485 0.838 0.080
O 3.15274 7.05155 0.02154 1.804 -0.479 -0.805 0.083
H 4.48840 9.32462 0.03884 0.043 -0.056 -0.022 0.138
H 7.05741 5.45238 -1.90815 -0.030 0.038 0.031 0.136
H 8.56864 8.68071 -1.74791 -0.076 -0.386 -0.053 0.117
H 2.97345 6.09814 -0.13062 0.045 0.344 0.075 0.118
C -3.07384 -3.09339 -5.07185 -0.073 0.140 -0.254 0.082
C -2.75937 -3.25382 -3.78496 -0.284 -1.663 0.182 -0.195
C -2.29920 -2.10810 -2.95237 0.283 0.672 0.595 -0.287
O -2.03551 -2.28255 -1.76787 -0.409 -0.066 -1.233 0.055
C -2.17366 -0.79267 -3.59927 0.142 -0.283 0.208 0.059
C -2.48487 -0.63318 -4.88704 0.378 1.700 -0.268 -0.208
C -2.97121 -1.77295 -5.71199 -0.354 -0.475 -0.886 -0.300
O -3.26702 -1.59138 -6.88830 0.304 0.156 0.912 0.111
O -2.36662 0.59971 -5.50201 -0.462 -1.829 0.128 0.077
O -2.85082 -4.49245 -3.17706 0.367 1.751 0.054 0.070
H -3.41177 -3.91701 -5.68810 0.054 0.023 0.042 0.133
H -1.82109 0.02763 -2.98728 -0.060 -0.066 -0.039 0.134
H -2.65196 0.45639 -6.43075 0.101 0.071 0.356 0.117
H -2.57126 -4.34780 -2.24689 -0.110 -0.017 -0.332 0.113
C -6.03034 -0.54489 -0.50747 0.356 0.117 -0.221 0.077
C -7.32294 -0.43774 -0.19376 -0.293 -1.287 1.406 -0.208
C -8.21304 0.52524 -0.89945 -0.947 0.592 -0.275 -0.299
O -9.40080 0.58774 -0.60225 0.958 -0.286 0.007 0.115
C -7.61771 1.37959 -1.93881 -0.293 -0.099 0.161 0.091
C -6.32433 1.27471 -2.24996 0.156 1.203 -1.263 -0.185
C -5.44096 0.29262 -1.56345 0.737 -0.502 0.329 -0.285
O -4.26029 0.20663 -1.88406 -0.826 0.296 0.054 0.093
O -5.75772 2.07641 -3.22384 0.474 -1.727 1.345 0.048
O -7.88341 -1.21972 0.79947 0.095 1.414 -1.410 0.081
H -5.37247 -1.24218 -0.00416 -0.014 0.025 -0.025 0.132
H -8.27182 2.08757 -2.43140 0.066 -0.015 0.016 0.132
H -4.81349 1.80945 -3.26462 -0.295 0.038 0.146 0.123
H -8.82887 -0.95697 0.83600 0.341 -0.114 -0.024 0.119
C 9.09852 -2.70206 6.90112 -0.240 0.272 -0.266 0.081
C 9.37081 -3.18694 8.11416 1.360 -1.369 -0.296 -0.206
C 8.67835 -2.67036 9.32712 -0.309 0.151 1.081 -0.305
O 8.93585 -3.14872 10.42616 0.037 0.151 -0.937 0.108
C 7.70045 -1.58505 9.15274 0.205 -0.265 0.214 0.079
C 7.43085 -1.09794 7.94003 -1.308 1.380 0.311 -0.203
C 8.10305 -1.63353 6.72454 0.374 -0.224 -0.856 -0.289
O 7.82088 -1.17806 5.62133 0.217 -0.037 1.061 0.069
O 6.51493 -0.07612 7.76925 1.357 -1.393 -0.575 0.084
O 10.30716 -4.18946 8.28827 -1.403 1.363 0.532 0.082
H 9.59273 -3.06985 6.01072 -0.033 0.020 0.052 0.138
H 7.21756 -1.20662 10.04456 0.024 -0.030 -0.052 0.139
H 6.49556 0.09802 6.80292 -0.024 -0.049 0.397 0.117
H 10.32206 -4.36767 9.25383 -0.013 0.066 -0.379 0.117
C -7.10148 4.31154 -7.71733 -0.211 0.249 -0.221 0.078
C -6.82919 3.82665 -6.50429 1.346 -1.326 -0.318 -0.200
C -7.52165 4.34323 -5.29132 -0.354 0.210 1.095 -0.289
O -7.26415 3.86487 -4.19229 -0.352 0.510 -1.164 0.099
C -8.49955 5.42854 -5.46571 0.193 -0.245 0.168 0.080
C -8.76915 5.91566 -6.67842 -1.307 1.371 0.335 -0.209
C -8.09695 5.38006 -7.89391 0.296 -0.134 -1.087 -0.307
O -8.37912 5.83554 -8.99712 0.004 -0.123 0.942 0.106
O -9.68507 6.93748 -6.84919 1.332 -1.367 -0.565 0.079
O -5.89284 2.82413 -6.33018 -1.358 1.343 0.513 0.082
H -6.60727 3.94374 -8.60772 -0.043 0.023 0.054 0.138
H -8.98244 5.80697 -4.57388 0.026 -0.027 -0.048 0.137
H -9.70444 7.11162 -7.81553 0.004 -0.077 0.387 0.117
H -5.87794 2.64592 -5.36462 -0.070 -0.001 -0.239 0.088
C 1.01356 -7.76871 -4.18608 0.344 -0.077 -0.177 0.078
C -0.21672 -7.25875 -4.27022 -0.752 -0.239 1.765 -0.204
C -0.72717 -6.67565 -5.54186 -0.634 0.478 -0.738 -0.299
O -1.86876 -6.23170 -5.59382 0.752 -0.382 0.276 0.101
C 0.17795 -6.65224 -6.70151 -0.345 0.087 0.186 0.078
C 1.40939 -7.15912 -6.61618 0.753 0.287 -1.755 -0.208
C 1.90965 -7.76689 -5.35265 0.705 -0.511 0.751 -0.306
O 3.03982 -8.24130 -5.31024 -0.784 0.442 -0.339 0.107
O 2.26620 -7.13794 -7.70136 -0.584 -0.391 1.878 0.080
O -1.06375 -7.25454 -3.17722 0.581 0.318 -1.879 0.076
H 1.39659 -8.19767 -3.26870 -0.023 0.020 -0.065 0.138
H -0.19940 -6.20948 -7.61437 0.013 -0.032 0.048 0.138
H 3.09409 -7.56356 -7.38839 -0.335 0.161 -0.125 0.117
H -1.89364 -6.83442 -3.49194 0.266 -0.062 0.115 0.099
C -5.21211 1.02693 6.42186 -0.103 -0.234 -0.327 0.078
C -5.16640 2.22880 6.99990 0.803 -0.312 1.735 -0.207
C -5.66971 3.44331 6.30041 -0.239 1.062 -0.170 -0.305
O -5.63198 4.53117 6.86447 0.103 -0.928 -0.170 0.108
C -6.19601 3.28426 4.93575 0.077 0.190 0.273 0.079
C -6.23842 2.08284 4.35657 -0.709 0.375 -1.649 -0.208
C -5.76068 0.86476 5.06663 0.270 -1.037 0.238 -0.308
O -5.82944 -0.22854 4.51515 -0.052 0.897 0.085 0.096
O -6.72926 1.92661 3.07327 0.764 -0.587 1.630 0.071
O -4.64975 2.38944 8.27245 -0.854 0.558 -1.750 0.082
H -4.85180 0.13548 6.91967 -0.028 0.052 -0.034 0.139
H -6.54201 4.17772 4.43202 0.015 -0.047 0.036 0.138
H -6.65575 0.96634 2.88099 -0.042 0.334 0.105 0.103
H -4.72886 3.34870 8.46694 0.030 -0.383 -0.074 0.117
```
Positions in Å, forces in eV/Å.

Values from the calculation:
- maximum force (eV/A) = 8.27
- 2S+1 = 1
- electronic energy (Ha) = -5257.1928